Here is a 8-piece molecular cluster, C22H38O26S5 overall from OMol25. Energies are from ωB97M-V/def2-TZVPD.

## Properties
net charge	0
frontier orbital gap	9.94	eV
HOMO energy	-9.9286	eV
ΔE to the lowest compared entry with this formula, charge and spin	20.76	kcal per mole

Cartesian coordinates (Å):
O (-7.18659, -1.03248, 1.19585)
S (-7.85652, -1.69141, 2.30065)
O (-8.10047, -3.13270, 2.23371)
O (-7.25380, -1.34229, 3.79188)
C (-8.22756, -1.09299, 4.85422)
C (-9.55739, -1.31983, 4.11364)
O (-9.25222, -0.93137, 2.80165)
H (-8.15067, -1.84445, 5.64004)
H (-8.10595, -0.07973, 5.23713)
H (-10.41464, -0.98421, 4.69726)
H (-9.65280, -2.39911, 3.99473)
O (6.88761, 0.15625, -3.37929)
S (6.72379, -0.87585, -4.32458)
O (6.94423, -0.54608, -5.71114)
O (7.45880, -2.27379, -3.87517)
C (6.77035, -3.40178, -4.36017)
C (5.29583, -3.00890, -4.02277)
O (5.25209, -1.54966, -4.26165)
H (6.81976, -3.47929, -5.44629)
H (7.06630, -4.26446, -3.76326)
H (5.14130, -3.18583, -2.95839)
H (4.60703, -3.40678, -4.76800)
O (-0.25188, 3.28607, -7.19177)
S (-1.32860, 3.88998, -8.02914)
O (-1.74456, 3.11352, -9.21531)
O (-2.57901, 4.47669, -7.14031)
C (-2.82931, 5.82389, -7.37711)
C (-2.23938, 6.19154, -8.61557)
O (-0.97807, 5.47561, -8.51180)
H (-3.91422, 5.87951, -7.46621)
H (-2.47473, 6.46823, -6.57262)
H (-1.86972, 7.21445, -8.54402)
H (-2.70846, 6.13594, -9.59790)
O (2.39058, -9.34295, -5.41375)
S (3.65775, -9.87149, -4.90718)
O (4.05108, -9.44532, -3.56788)
O (3.75939, -11.55178, -5.10193)
C (5.05197, -12.02500, -5.58915)
C (5.33528, -10.98811, -6.59826)
O (4.92443, -9.72113, -6.12850)
H (5.76083, -12.09338, -4.76395)
H (5.04605, -13.04808, -5.96512)
H (4.79416, -11.19112, -7.52244)
H (6.39688, -10.92910, -6.83832)
O (-5.60054, 6.34416, 3.22306)
S (-4.60515, 6.43134, 2.22679)
O (-3.25657, 6.67563, 2.71071)
O (-4.58139, 5.23716, 1.10477)
C (-4.05833, 5.83632, -0.16128)
C (-4.79083, 7.12072, -0.25103)
O (-5.10049, 7.60350, 1.07923)
H (-2.98352, 6.01766, -0.16240)
H (-4.33725, 5.14375, -0.95542)
H (-5.71956, 6.94852, -0.79500)
H (-4.25928, 7.82543, -0.89052)
O (7.20886, 4.44587, 6.84452)
C (6.59329, 4.60256, 5.77289)
C (5.15805, 4.70723, 5.49401)
C (5.01039, 4.85628, 3.97343)
C (6.43764, 5.12509, 3.50619)
O (7.20599, 4.70343, 4.55941)
H (4.52224, 3.95114, 5.95464)
H (4.90486, 5.73409, 5.75767)
H (4.61845, 3.96803, 3.47793)
H (4.19811, 5.52318, 3.68447)
H (6.73709, 4.72224, 2.53864)
H (6.50389, 6.19976, 3.33648)
O (-3.21494, 1.53568, 9.60022)
C (-2.35464, 1.00725, 8.90769)
C (-1.22749, -0.03579, 9.23721)
C (-0.70911, -0.32989, 7.83425)
C (-1.25189, 0.77169, 6.94279)
O (-2.23284, 1.48447, 7.69855)
H (-0.51350, 0.46126, 9.89393)
H (-1.49681, -0.98242, 9.70567)
H (0.37273, -0.21293, 7.77071)
H (-0.97940, -1.29892, 7.41470)
H (-0.40630, 1.33204, 6.54394)
H (-1.79455, 0.36294, 6.09042)
O (-0.05169, 0.04103, 0.56338)
C (-0.17587, -1.13033, 0.19723)
C (-0.90405, -1.78325, -0.95977)
C (-1.14856, -3.18983, -0.57930)
C (-0.03121, -3.46232, 0.45886)
O (0.29168, -2.13135, 0.89119)
H (-1.82186, -1.25231, -1.21245)
H (-0.40110, -1.71959, -1.92469)
H (-2.16749, -3.20877, -0.19259)
H (-1.22274, -3.99915, -1.30565)
H (-0.52448, -4.06327, 1.22282)
H (0.70120, -3.98055, -0.16010)

Atoms 1-6, force components in eV/Å:
-1.362 -0.623 2.442
-1.246 -0.732 2.104
0.468 2.520 -0.081
1.384 -0.279 -0.574
-0.609 -0.506 -1.159
1.709 -2.141 0.839